This record from OMol25 describes a cluster of 2 separate species, C5H14OS in total. The level of theory is ωB97M-V/def2-TZVPD.

Each atom is followed by the atoms it is bonded to, with distances in Å.
CARTESIAN COORDINATES (ANGSTROEM)
1 C -2.42397 0.53937 1.20574  C2 1.529, H7 1.053, H8 1.056, H9 1.060
2 C -1.58188 0.48321 -0.06900  C1 1.529, C3 1.581, H10 1.162, H11 1.168
3 C -0.27707 -0.41029 -0.08317  C2 1.581, C4 1.558, H12 1.142, H13 1.121
4 C 1.03306 0.38069 -0.37267  C3 1.558, S5 1.972, H14 1.028, H15 1.174
5 S 1.48285 0.35484 -2.29227  C4 1.972, C6 1.846
6 C 1.88517 -1.41366 -2.63673  S5 1.846, H16 1.122, H17 1.070, H18 1.043
7 H -3.14990 -0.18533 1.44326  C1 1.053
8 H -1.84779 0.58067 2.08983  C1 1.056
9 H -2.83500 1.50738 1.33867  C1 1.060
10 H -1.13381 1.54683 -0.20644  C2 1.162
11 H -2.19074 0.33409 -1.05427  C2 1.168
12 H -0.37317 -1.16872 -0.93090  C3 1.142
13 H -0.15013 -1.00902 0.85583  C3 1.121
14 H 0.94954 1.39267 -0.21206  C4 1.028
15 H 2.05918 0.15448 0.15056  C4 1.174
16 H 1.19817 -2.10462 -2.07981  C6 1.122
17 H 2.88190 -1.68879 -2.36073  C6 1.070
18 H 1.56508 -1.59127 -3.61313  C6 1.043
19 H 0.72306 1.47140 3.27357  O21 1.005
20 H 0.83944 0.02931 2.68803  O21 0.937
21 O 1.34598 0.79677 2.86569  H19 1.005, H20 0.937

Results
2S+1 ... 2
E_LUMO (alpha / beta) ... 2.98 / 2.95 eV
<S²> ... 0.750
E_HOMO (alpha / beta) ... 0.97 / -5.76 eV
Total charge ... -1


This record from OMol25 describes a cluster of 2 separate species, C5H14OS in total. The level of theory is ωB97M-V/def2-TZVPD.

Each atom is followed by the atoms it is bonded to, with distances in Å.
CARTESIAN COORDINATES (ANGSTROEM)
1 C -1.08013 -0.77255 -1.17853  C2 1.431, H7 1.176, H8 1.157, H9 1.134
2 C -0.80010 -0.88133 0.22037  C1 1.431, C3 1.619, H10 1.193, H11 1.171
3 C -1.31224 0.30787 1.19190  C2 1.619, C4 1.469, H12 1.074, H13 1.201
4 C -0.81635 1.62948 0.78526  C3 1.469, S5 1.781, H14 1.056, H15 1.129
5 S 0.95015 1.62986 0.56094  C4 1.781, C6 1.800
6 C 1.57985 0.73436 1.98927  S5 1.800, H16 1.128, H17 1.043, H18 1.088
7 H -2.09606 -0.26175 -1.47711  C1 1.176
8 H -0.43968 -0.06670 -1.83437  C1 1.157
9 H -1.02602 -1.81066 -1.63290  C1 1.134
10 H 0.33684 -1.11657 0.49333  C2 1.193
11 H -1.34551 -1.80159 0.69730  C2 1.171
12 H -1.01730 -0.10869 2.13716  C3 1.074
13 H -2.47225 0.19213 0.90258  C3 1.201
14 H -0.98822 1.61692 -0.25687  C4 1.056
15 H -1.10256 2.65065 1.17207  C4 1.129
16 H 2.02549 -0.21557 1.57476  C6 1.128
17 H 0.79284 0.41033 2.59299  C6 1.043
18 H 2.30217 1.28728 2.58549  C6 1.088
19 H 1.82829 -1.58058 -2.94415  O21 0.959
20 H 2.78978 -0.94682 -3.96732  O21 0.968
21 O 1.89101 -0.89607 -3.61218  H19 0.959, H20 0.968

Results
2S+1 ... 2
E_LUMO (alpha / beta) ... 3.29 / 3.30 eV
<S²> ... 0.750
E_HOMO (alpha / beta) ... 1.10 / -5.26 eV
Total charge ... -1


What are the E_tot values for these records? In order: -672.22727; -672.21214 Ha.